Record 1
The following is a DFT calculation (wB97M-V/def2-TZVPD) of a molecular structure, C52H50FMnNO5P2S3 in a non-equilibrium geometry.

Results
<S²> = 8.7566
Spin multiplicity = 6
Energy above the lowest of the compared OMol25 structures with the same formula, charge and spin = 105.8 kJ/mol
Gap between HOMO and LUMO (alpha / beta) = 0.2969 / 0.3034 hartree

Cartesian coordinates (Å):
Mn -0.6377 0.0107 0.7505
O -1.2809 0.4152 4.6911
C -1.7462 0.1374 3.6012
O -1.1304 -0.4767 2.6532
C -3.2277 0.4192 3.3451
C -3.9985 0.5433 4.5026
C -5.3744 0.6351 4.4497
C -6.0070 0.6352 3.2145
C -5.2531 0.5797 2.0599
C -3.8583 0.4615 2.0976
P -3.0198 0.4513 0.4364
C -4.1063 -0.8163 -0.3471
C -3.7867 -2.1301 -0.0113
C -4.5290 -3.1965 -0.4843
C -5.6314 -2.9642 -1.2924
C -5.9842 -1.6599 -1.6032
C -5.2315 -0.5911 -1.1363
C -3.6567 2.0570 -0.1779
C -3.9915 2.2620 -1.5135
C -4.5181 3.4766 -1.9268
C -4.6685 4.5159 -1.0215
C -4.2662 4.3437 0.2956
C -3.7645 3.1232 0.7157
H -3.4676 0.5492 5.4445
H -5.9524 0.7001 5.3626
H -7.0867 0.6857 3.1486
H -5.7567 0.6324 1.1052
H -2.9498 -2.2939 0.6528
H -4.2507 -4.2099 -0.2215
H -6.2168 -3.7901 -1.6747
H -6.8619 -1.4583 -2.2045
H -5.5506 0.4104 -1.3813
H -3.8522 1.4655 -2.2322
H -4.8124 3.6134 -2.9606
H -5.0870 5.4604 -1.3451
H -4.3533 5.1599 1.0008
H -3.4613 2.9900 1.7461
C -1.2726 5.2293 -3.4624
C -0.3411 5.3647 -2.2646
S -0.2539 3.8906 -1.1815
C 1.4191 3.2750 -1.5336
C 1.5589 2.3603 -2.7441
S 0.4680 0.8891 -2.7368
C -0.5789 1.2574 -4.1919
C -1.4985 2.4621 -4.0626
S -0.7467 4.0055 -4.7041
H -1.3000 6.1764 -4.0044
H -2.2822 4.9780 -3.1442
H -0.7046 6.1708 -1.6238
H 0.6714 5.6049 -2.5866
H 1.7156 2.7535 -0.6297
H 2.0652 4.1467 -1.6503
H 2.5823 1.9795 -2.7891
H 1.3374 2.8982 -3.6604
H -1.1740 0.3486 -4.2997
H 0.0729 1.3420 -5.0625
H -1.7449 2.6376 -3.0226
H -2.4137 2.2992 -4.6355
C 6.0653 1.5218 3.5999
C 6.2398 1.3707 2.0911
C 7.3287 0.3517 1.7838
C 7.4930 0.1984 0.2790
C 6.1817 -0.2329 -0.3164
C 6.1385 -0.9983 -1.4609
C 4.9151 -1.3680 -2.0072
F 4.9147 -2.1006 -3.1366
C 3.7313 -1.0080 -1.4291
C 3.7536 -0.2379 -0.2609
C 2.4786 0.1617 0.3388
O 1.4199 -0.3614 -0.0576
C 2.5877 1.1758 1.3424
C 3.8110 1.5009 1.8406
N 4.9798 0.9660 1.4318
C 4.9784 0.1623 0.2993
C 1.4050 2.0166 1.8436
O 1.6650 2.9603 2.5760
O 0.2634 1.6882 1.3815
H 7.0461 1.6441 4.0579
H 5.5930 0.6331 4.0208
H 5.4693 2.3922 3.8649
H 6.5429 2.3373 1.6718
H 7.0568 -0.6125 2.2227
H 8.2584 0.6846 2.2443
H 8.2711 -0.5273 0.0417
H 7.7972 1.1558 -0.1558
H 7.0553 -1.3111 -1.9443
H 2.7774 -1.2881 -1.8566
H 3.8386 2.2492 2.6191
C -1.3007 -3.5645 2.1698
P -0.2431 -2.6940 0.9150
C -0.7137 -3.5365 -0.6471
C -0.8466 -4.9182 -0.7690
C -1.2887 -5.4746 -1.9594
C -1.5965 -4.6583 -3.0400
C -1.4550 -3.2835 -2.9321
C -1.0090 -2.7274 -1.7431
C 1.3854 -3.4228 1.3116
C 2.1452 -4.1888 0.4342
C 3.3786 -4.6853 0.8340
C 3.8674 -4.4099 2.1015
C 3.1282 -3.6160 2.9692
C 1.8984 -3.1173 2.5750
H -0.6779 -4.0859 2.8930
H -1.9663 -4.2772 1.6838
H -1.8914 -2.8197 2.7011
H -0.6091 -5.5602 0.0715
H -1.3948 -6.5488 -2.0469
H -1.9453 -5.0954 -3.9668
H -1.7011 -2.6483 -3.7740
H -0.8766 -1.6532 -1.6503
H 1.7723 -4.4006 -0.5590
H 3.9610 -5.2883 0.1485
H 4.8288 -4.8017 2.4083
H 3.5145 -3.3863 3.9543
H 1.3275 -2.4786 3.2421

Atomic forces in eV per Å
1.4920 -0.1513 0.3909
0.0026 -0.0103 -0.0486
0.0261 0.0634 0.0759
-0.0795 -0.1292 -0.0615
0.1047 -0.0736 -0.0002
-0.0403 0.0165 0.0227
0.0400 0.0028 -0.0026
-0.0993 0.0418 -0.0302
0.1209 0.0194 -0.0129
0.1019 -0.0252 0.1153
-1.6099 0.2126 0.2570
0.1730 -0.0433 -0.1173
0.0684 0.1626 -0.0194
-0.0081 -0.1291 0.0526
-0.0113 0.0607 -0.0502
-0.0544 0.0337 -0.0059
0.0658 -0.0231 -0.0011
0.2361 0.0571 -0.0846
0.0754 -0.0348 0.0692
0.0199 0.0584 -0.1056
0.0352 0.0066 -0.0074
0.0146 0.0470 -0.0078
0.0162 -0.0918 -0.0054
0.0016 -0.0406 -0.0051
-0.0006 -0.0004 0.0004
0.0057 0.0450 -0.0071
-0.0552 -0.0223 -0.0322
0.0541 -0.1383 0.0036
0.0268 0.0185 0.0109
0.0023 -0.0151 0.0252
0.0139 -0.0434 -0.0248
0.0123 0.0467 0.0098
-0.0038 -0.0060 -0.0562
0.0283 -0.0184 -0.0037
0.0044 0.0027 0.0066
0.0153 -0.0142 0.0110
-0.0297 0.0443 0.0212
0.3086 -0.2212 -0.1340
-0.1435 -0.3137 0.2087
0.1365 0.2127 -0.0364
-0.3968 0.0032 -0.1143
0.0382 -0.3289 0.1744
-0.1778 0.3119 -0.2540
0.2582 -0.1230 0.3383
-0.0617 0.2424 -0.2292
-0.1131 0.0238 0.0749
-0.1129 0.0136 0.0270
-0.0957 0.0643 0.0132
0.0569 0.0775 -0.0674
-0.0033 0.0661 -0.0130
0.0418 -0.0275 0.1257
0.1031 -0.0581 0.0419
0.0262 0.0772 -0.0199
0.1166 0.0232 -0.0298
-0.0111 0.0101 -0.1008
-0.0712 -0.0676 -0.0733
-0.0975 -0.0401 0.1051
-0.0049 -0.0742 0.0499
-0.0870 0.0226 -0.1180
0.2432 0.0147 0.2335
-0.0612 0.0673 -0.2133
-0.0608 -0.0370 0.1270
0.1462 -0.0288 -0.0680
-0.0139 0.0403 0.0802
-0.1342 0.0532 0.1069
0.0176 -0.0364 -0.0363
-0.0015 -0.1054 -0.0967
0.1315 -0.0121 0.0410
0.2671 0.1910 0.3502
-0.3619 -0.0400 -0.2116
-0.4884 0.1415 -0.0747
0.1447 -0.1484 -0.0747
-0.1761 0.1624 0.0619
-0.1294 -0.1842 -0.2223
0.4472 -0.0730 0.0139
-0.0991 -0.0673 -0.0317
-0.3374 0.2890 -0.1083
0.0113 0.0075 -0.0090
0.0046 -0.0071 0.0112
-0.0098 -0.0198 0.0514
-0.0072 -0.0313 -0.0361
0.0142 0.0072 0.0621
-0.0156 0.0116 0.0357
-0.0121 -0.0005 -0.0322
0.0384 -0.0065 0.0056
-0.0009 0.0009 -0.0146
0.0084 -0.0288 0.0047
0.0101 -0.0041 0.0165
-0.0218 0.1993 -0.0817
-0.2885 -0.5518 -0.2883
0.0911 0.1528 0.0720
-0.1038 0.0229 -0.0348
0.0241 -0.0894 0.0237
-0.0137 0.0403 -0.0087
-0.0228 0.0059 -0.1027
0.1111 -0.0777 0.1473
0.0783 0.3122 0.0350
-0.0757 0.0749 0.0366
0.0711 -0.0117 -0.0380
0.0313 0.0298 -0.0429
0.0408 -0.0066 0.0529
-0.0222 0.0081 -0.0587
0.0179 -0.0385 -0.0122
0.0278 -0.0421 0.0155
0.0119 0.0079 -0.0029
-0.0073 -0.0089 0.0049
0.0083 0.0048 0.0053
-0.0067 -0.0043 0.0047
0.0342 0.0172 0.0100
-0.0503 0.0092 -0.0811
0.0269 -0.0262 -0.0224
-0.0075 -0.0004 -0.0030
-0.0043 -0.0084 0.0084
-0.0179 0.0179 0.0013
0.0181 -0.0171 0.0360

Atomic partial charges in e from the Mulliken method, atoms 1 to 99: Mn 0.74; O -0.75; C 0.02; O -0.12; C 0.83; C -0.86; C -0.62; C -0.85; C -0.61; C -0.39; P 2.73; C 0.52; C -0.22; C -0.41; C -0.81; C -0.92; C -0.14; C 0.71; C -0.63; C -1.14; C -0.65; C -0.72; C -0.92; H 0.55; H 0.40; H 0.45; H 0.31; H -0.32; H 0.41; H 0.41; H 0.45; H 0.61; H 1.11; H 0.43; H 0.42; H 0.45; H 0.44; C -0.22; C -0.92; S 0.15; C 0.07; C -1.30; S 0.51; C -1.10; C 0.50; S -0.20; H 0.48; H -0.10; H 0.47; H 0.35; H -0.74; H 0.65; H 0.65; H 0.48; H 0.11; H 0.45; H -0.80; H 0.64; C -1.65; C 0.40; C -1.01; C -1.17; C 1.21; C -0.70; C -0.20; F -0.39; C -0.70; C 0.65; C 1.10; O 0.03; C -0.27; C -0.88; N 0.39; C -0.72; C -0.26; O -0.84; O -0.53; H 0.43; H 0.37; H 0.52; H 0.12; H 0.34; H 0.40; H 0.45; H 0.32; H 0.51; H 0.67; H 0.65; C -1.52; P 1.43; C 0.18; C -0.44; C -0.93; C -0.65; C -0.65; C 0.23; C 0.40; C -0.56; C -0.72

***

Record 2
The following is a DFT calculation (wB97M-V/def2-TZVPD) of a molecular structure, C52H50IN8STm.

Results
<S²> = 2.0020
Spin multiplicity = 3
Energy above the lowest of the compared OMol25 structures with the same formula, charge and spin = 0.0 kJ/mol
Gap between HOMO and LUMO (alpha / beta) = 0.2093 / 0.2091 hartree

Cartesian coordinates (Å):
Tm -0.1700 0.2916 -0.3901
C -0.4969 -7.6035 0.2048
C 0.6717 -7.0204 0.6650
C 0.8081 -5.6450 0.6526
C -0.2185 -4.8335 0.1778
C -1.3923 -5.4289 -0.2742
C -1.5258 -6.8058 -0.2648
C -0.0591 -3.3588 0.1637
C -0.8273 -2.6482 1.0975
C -1.5277 -3.2994 2.1750
C -1.9099 -2.3289 3.0341
C -1.4737 -1.0774 2.4716
N -0.8510 -1.2941 1.2757
C -1.5549 0.1371 3.1696
C -0.9222 1.3323 2.7869
C -1.0169 2.5755 3.5100
C -0.2333 3.4678 2.8598
C 0.3386 2.7731 1.7350
C 1.2968 3.3322 0.8777
C 1.6191 4.7624 1.1034
C 0.7274 5.7489 0.6988
C 1.0088 7.0851 0.9244
C 2.1816 7.4470 1.5645
C 3.0691 6.4700 1.9879
C 2.7907 5.1350 1.7512
C 2.0551 2.6382 -0.0746
N 1.9202 1.3145 -0.3766
C 2.9760 0.9792 -1.1643
C 3.2746 -0.3196 -1.6099
C 4.6119 -0.5068 -2.2126
C 5.7262 -0.2143 -1.4300
C 7.0036 -0.3928 -1.9244
C 7.1877 -0.8647 -3.2139
C 6.0866 -1.1597 -3.9993
C 4.8070 -0.9874 -3.5021
C 2.4916 -1.4653 -1.4080
C 2.8744 -2.7916 -1.8195
C 1.9198 -3.6379 -1.3649
C 0.9683 -2.8356 -0.6398
N 1.3072 -1.5201 -0.7356
C 3.7714 2.1509 -1.4379
C 3.1900 3.1821 -0.7744
N -0.1101 1.4861 1.7056
C -2.2825 0.1341 4.4590
C -1.6579 0.5566 5.6323
C -2.3445 0.5799 6.8323
C -3.6694 0.1812 6.8867
C -4.2943 -0.2638 5.7338
C -3.6056 -0.2957 4.5356
H -0.6080 -8.6765 0.2139
H 1.4806 -7.6363 1.0306
H 1.7126 -5.1922 1.0321
H -2.2038 -4.8068 -0.6267
H -2.4379 -7.2567 -0.6283
H -1.6572 -4.3588 2.2723
H -2.4016 -2.4443 3.9788
H -1.6189 2.7415 4.3809
H -0.0358 4.4864 3.1303
H -0.1920 5.4641 0.2099
H 0.3157 7.8457 0.5927
H 2.4073 8.4892 1.7343
H 3.9812 6.7522 2.4954
H 3.4741 4.3667 2.0820
H 5.5744 0.1430 -0.4220
H 7.8571 -0.1690 -1.3015
H 8.1834 -1.0041 -3.6060
H 6.2234 -1.5323 -5.0033
H 3.9527 -1.2170 -4.1205
H 3.7627 -3.0554 -2.3569
H 1.8719 -4.7015 -1.4990
H 4.6369 2.1770 -2.0746
H 3.4959 4.2112 -0.7483
H -0.6198 0.8530 5.6045
H -1.8456 0.9213 7.7285
H -4.2079 0.2039 7.8216
H -5.3269 -0.5780 5.7619
H -4.0972 -0.6572 3.6465
C -2.8860 -1.2692 -1.5605
N -1.7099 -1.0626 -2.4147
C -1.2674 -2.3665 -2.9099
C -2.1151 -0.2449 -3.5645
C -0.9574 0.0961 -4.5091
N 0.2015 0.6460 -3.7979
C 0.3586 2.0780 -4.0305
C 1.4232 -0.0264 -4.2122
H -3.6724 -1.8206 -2.0950
H -3.3059 -0.3127 -1.2472
H -2.6156 -1.8346 -0.6669
H -0.3372 -2.2667 -3.4627
H -2.0217 -2.8076 -3.5778
H -1.0929 -3.0475 -2.0811
H -2.5604 0.6724 -3.1817
H -2.8816 -0.7723 -4.1576
H -1.3375 0.7988 -5.2638
H -0.6617 -0.8067 -5.0495
H 1.0141 2.4926 -3.2640
H -0.6049 2.5701 -3.9664
H 0.7886 2.2932 -5.0183
H 1.5567 -0.0204 -5.3071
H 1.4138 -1.0603 -3.8702
H 2.2707 0.4798 -3.7587
I -2.9316 2.3860 0.1273
C -1.2649 2.2754 -1.3412
H -1.8345 2.4472 -2.2596
H -0.7516 3.2317 -1.1619
N -5.3171 1.4077 2.5195
C -5.8223 0.4810 1.6774
N -7.0908 0.6541 1.2570
S -4.9572 -0.8443 1.2056
H -5.7501 2.3166 2.5523
H -4.3188 1.3957 2.6520
H -7.6571 1.3999 1.6209
H -7.5206 -0.0894 0.7330

Atomic forces in eV per Å
-0.0585 -0.1290 0.3096
-0.0205 -0.0939 -0.0322
0.0295 -0.0700 -0.0017
-0.0285 0.0012 0.0762
0.0317 -0.1624 -0.1045
0.0946 0.1109 0.0227
-0.1185 -0.0940 -0.0296
0.0534 0.2699 0.1133
0.2130 -0.0416 -0.1891
-0.1435 0.1865 0.0518
0.0528 -0.1943 -0.2567
0.0570 0.2813 0.1581
0.1842 0.3145 -0.2343
0.1950 -0.0092 -0.3575
0.0085 -0.3005 -0.0749
0.0993 0.1491 -0.2419
-0.1434 -0.2104 0.0736
0.2416 0.0138 -0.1821
-0.0846 -0.2585 0.0774
-0.0296 0.1797 -0.0289
0.0181 -0.0096 -0.0055
-0.0214 0.0870 -0.0527
0.0747 0.0867 0.0572
0.0483 0.0649 -0.0536
0.0010 -0.0191 0.0394
-0.0878 0.0747 0.1575
-0.3548 -0.1185 0.0344
0.0756 -0.2717 -0.1019
-0.2740 -0.0072 0.2290
0.1951 -0.0247 -0.0672
0.0195 -0.0445 -0.0150
0.1174 0.0135 -0.0060
0.0411 -0.0095 -0.0366
0.0613 -0.0638 -0.0819
-0.0633 0.1038 0.0290
0.3279 0.2343 -0.0892
-0.1432 -0.0942 0.1363
-0.0293 0.1978 -0.1276
-0.1976 -0.0587 0.2374
-0.2629 0.3632 0.0270
-0.1817 0.0159 0.0336
-0.0650 -0.1576 -0.0721
0.0445 -0.2793 -0.4615
-0.1428 0.0167 0.2541
0.0385 -0.0775 -0.0086
0.0325 0.0902 0.1060
-0.0699 -0.0514 0.0022
-0.0344 0.0323 0.1284
0.0731 0.0146 0.0062
-0.0042 -0.1311 -0.0067
0.0345 -0.0508 0.0592
0.0674 0.0866 -0.0057
-0.0498 0.0627 -0.0436
-0.0704 -0.0406 -0.0034
-0.0037 -0.1900 0.0846
-0.0642 -0.0688 0.1447
-0.0397 0.0719 0.1630
-0.0004 0.1968 0.0203
-0.1267 -0.0752 -0.0755
-0.0453 0.0275 -0.0008
0.0014 0.0968 0.0320
0.0404 -0.0056 0.0295
0.0863 -0.0799 0.0286
0.0093 0.0285 0.0852
0.0724 0.0203 0.0476
0.1080 -0.0150 -0.0300
0.0201 -0.0203 -0.1102
-0.1040 -0.0396 -0.0708
0.1855 -0.0209 -0.0855
0.0323 -0.1289 0.0203
0.1164 0.0292 -0.0031
0.0802 0.1101 0.0004
0.0940 0.0374 -0.0315
0.0502 -0.0193 0.0542
-0.0518 0.0210 0.1140
-0.0977 -0.0639 0.0063
-0.0317 -0.0476 -0.1515
-0.1903 -0.0293 -0.0074
-0.1340 -0.0473 0.1812
0.1500 -0.0477 0.0384
0.2721 0.3291 -0.1099
-0.2235 -0.1229 0.3697
0.1259 -0.0112 -0.2981
-0.0048 -0.0407 0.1634
-0.0296 -0.0372 -0.0901
-0.0284 -0.0142 0.0016
0.0477 0.0075 0.0297
-0.0141 0.0120 -0.0604
0.0823 -0.0580 0.0215
-0.0442 0.0116 0.0214
-0.0626 0.0406 -0.0547
-0.0183 0.0054 0.0321
-0.0318 0.0069 0.1380
0.0876 -0.0662 0.0390
0.0363 0.0473 0.0052
0.0369 0.1047 -0.0093
-0.0746 0.1169 0.0711
0.0061 -0.0348 -0.0851
-0.0113 0.0694 0.0136
0.0821 -0.0516 -0.0056
0.0678 -0.0362 -0.0355
-0.0130 0.1047 -0.3212
-0.2473 0.2811 0.1965
0.1190 -0.2122 0.0850
-0.0067 -0.1474 0.0922
-0.2639 0.3974 -0.1502
-0.0554 -0.2754 -0.0619
-0.1533 0.3516 0.1287
0.2761 -0.5889 -0.1759
0.0169 0.0579 0.0767
0.0476 -0.0526 0.0108
-0.1285 -0.0263 -0.0356
0.0981 0.1135 0.0659

Atomic partial charges in e from the Mulliken method, atoms 1 to 99: Tm 1.15; C -0.49; C -0.95; C 0.16; C -0.57; C 0.10; C -0.94; C 0.87; C 0.58; C -1.98; C -1.71; C 0.36; N 0.47; C 1.17; C 0.78; C -1.58; C -2.03; C 0.84; C 1.19; C -1.25; C 0.07; C -0.84; C -0.40; C -0.88; C 0.21; C 0.62; N -0.24; C 0.66; C 0.42; C 0.33; C -0.10; C -0.97; C -0.49; C -0.95; C 0.06; C 0.42; C -1.68; C -1.62; C 0.88; N -0.01; C -1.24; C -1.55; N -0.18; C 0.56; C -0.47; C -0.84; C -0.56; C -1.30; C -0.18; H 0.39; H 0.40; H 0.54; H 0.41; H 0.41; H 0.55; H 0.61; H 0.67; H 0.51; H 0.45; H 0.40; H 0.38; H 0.39; H 0.47; H 0.52; H 0.41; H 0.39; H 0.42; H 0.40; H 0.61; H 0.68; H 0.69; H 0.62; H 0.56; H 0.42; H 0.41; H 0.43; H 0.63; C -1.16; N 1.74; C -0.74; C -0.97; C -1.51; N 1.41; C -1.30; C -1.56; H 0.38; H 0.23; H -0.02; H -0.08; H 0.46; H -0.15; H 0.32; H 0.50; H 0.48; H 0.48; H -0.03; H 0.55; H 0.40; H 0.34

***

Q: What is the formula in the second record?
A: C52H50IN8STm